Record 1
Density functional theory data (wB97M-V/def2-TZVPD) for a molecular structure, C32H88CrCsN8O12S.

Each line ends with the Mulliken charge.
Geometry (Å):
1 Cs -2.0992 0.5021 -3.1964  1.26
2 Cr 1.3449 -1.7610 1.6031  -0.20
3 S -0.3849 -0.4650 0.0806  1.39
4 O -0.3929 0.6996 -0.7787  -0.82
5 O 1.7175 5.4998 0.0960  -0.45
6 O -2.8855 4.0875 0.1090  -0.30
7 O -5.2844 -2.8889 -0.3785  -0.35
8 O -2.3657 -5.0734 0.1555  -0.37
9 O 0.1449 -0.0808 1.4264  -0.36
10 O 0.6708 -1.4656 -0.3066  0.63
11 O 6.0289 -0.3271 1.1737  -0.23
12 O 4.1830 -5.5192 -0.2730  -0.28
13 O 1.4646 2.1497 6.4180  -0.35
14 O 3.3561 2.0602 -4.6268  -0.37
15 O -1.6684 -1.1308 0.1087  -0.98
16 N -3.7265 0.8020 1.7421  -0.39
17 N -2.7738 -2.9540 -1.9315  -0.32
18 N -0.4364 3.2208 -1.8504  -0.09
19 N 2.3977 -3.5915 0.9057  -0.32
20 N -5.0525 -0.9844 -2.6045  -0.53
21 N 3.2554 -0.6977 1.7567  0.04
22 N 1.1984 -0.4017 -3.0151  -0.14
23 N -0.9143 0.8912 3.9088  -0.48
24 C -0.6909 -3.7634 -2.9896  -1.39
25 C -6.0107 -3.9570 0.1960  -0.79
26 C 1.4200 2.3762 7.8151  -0.80
27 C -0.2828 3.2508 4.1416  -1.24
28 C 0.0756 5.5435 -2.3500  -1.94
29 C 0.5280 4.3063 -1.6037  1.15
30 C -1.8144 -4.0776 -2.0205  0.06
31 C 0.6704 4.5694 -0.1087  0.23
32 C 3.1530 -3.0258 -1.3917  -0.77
33 C 3.0415 -0.8865 -4.5575  -1.66
34 C 2.2140 1.4522 -4.0755  0.33
35 C 3.1981 3.4408 -4.8816  -0.56
36 C 7.3494 -0.0316 1.5891  -0.84
37 C -6.0963 -1.7350 -0.4557  -1.15
38 C -2.8155 -6.3247 -0.3024  -0.82
39 C 2.0697 5.6526 1.4428  -0.64
40 C 2.8221 1.4129 0.5299  -1.10
41 C 0.3022 1.5222 5.9254  -0.99
42 C -1.3306 -4.5259 -0.6269  0.74
43 C 2.8334 -5.4348 -0.6963  -1.19
44 C -3.9556 4.4647 -0.7080  -0.89
45 C 5.1617 0.7803 1.2248  -1.12
46 C 2.5040 0.0627 -3.5089  1.80
47 C 3.8115 0.2692 0.7511  0.51
48 C -4.1808 3.0576 2.5313  -1.35
49 C 4.6755 -6.8548 -0.2975  -0.82
50 C -3.9637 2.1940 1.3020  0.73
51 C -2.8333 2.7038 0.4117  0.38
52 C -5.3707 -0.6162 -1.1996  2.72
53 C 2.3815 -3.9983 -0.5236  1.82
54 C -6.2167 0.6453 -1.3101  -1.73
55 C 0.1128 1.8149 4.4568  1.48
56 H 3.2317 -0.1592 2.6274  0.29
57 H -0.5742 1.7703 6.5391  0.44
58 H 1.1594 1.4792 8.3865  0.33
59 H 0.8723 0.2026 -2.2519  -0.15
60 H 7.8370 0.6996 0.9402  0.32
61 H -6.7986 -4.3094 -0.4814  0.35
62 H 1.3496 -4.0093 -0.8842  -1.49
63 H -0.9339 -3.6487 -0.1141  -0.76
64 H -3.3271 2.9193 3.2054  0.09
65 H 1.2124 5.7408 2.1243  0.28
66 H 3.9425 -0.2854 -0.1767  -0.07
67 H -6.3811 1.0788 -0.3173  0.33
68 H -2.0024 -6.9998 -0.5847  0.30
69 H 1.0780 1.5944 3.9734  -0.49
70 H 2.5883 4.7391 1.7738  0.16
71 H 3.7183 -0.4392 -5.2833  0.43
72 H -1.2761 3.4009 -1.3065  -0.06
73 H 5.7472 -6.7717 -0.1252  0.26
74 H -7.2068 0.4704 -1.7323  0.48
75 H 4.0200 -1.3562 1.9301  0.24
76 H -4.3434 -1.7225 -2.5983  0.16
77 H 1.5033 4.0002 -1.9894  -0.07
78 H -1.2621 3.4570 4.5816  0.25
79 H 2.4998 3.6454 -5.6997  0.28
80 H -4.8745 2.2360 0.6971  -0.17
81 H 0.0759 -4.5447 -2.9285  0.40
82 H -0.8454 0.0176 4.4241  0.25
83 H 4.2415 -7.4520 0.5062  0.31
84 H 0.6560 3.1261 8.0420  0.33
85 H -3.3577 -6.8039 0.5158  0.31
86 H -0.9997 -3.7324 -4.0321  0.39
87 H 4.1938 3.8078 -5.1113  0.29
88 H -0.2664 5.0199 0.2462  0.39
89 H -4.4176 -0.3604 -0.7302  -1.34
90 H 0.7677 6.3868 -2.2667  0.36
91 H 2.9328 -3.2784 -2.4271  0.41
92 H -2.3019 -2.2700 -1.3359  -0.03
93 H 5.4730 1.5499 0.5052  0.44
94 H -5.8539 -1.4565 -3.0179  0.32
95 H 2.0315 1.1292 -0.1600  -0.10
96 H -6.3872 -1.4018 0.5454  0.43
97 H 1.8692 2.0359 -3.2058  -0.65
98 H 3.3773 2.2389 0.0726  0.82
99 H 2.2021 -6.1461 -0.1461  0.61
100 H 3.1664 0.2050 -2.6472  -0.51
101 H 3.3961 -3.6702 1.1302  0.36
102 H 4.2318 -3.1105 -1.2239  0.42
103 H -3.4110 0.2461 0.9502  -0.17
104 H -5.6910 1.4152 -1.8727  0.25
105 H -3.8372 5.4556 -1.1485  0.31
106 H -2.8380 2.1704 -0.5640  0.20
107 H 2.6923 6.5284 1.5970  0.33
108 H -4.1231 3.7630 -1.5351  0.28
109 H 5.1272 1.2966 2.1931  0.52
110 H 2.2690 -1.4508 -5.0846  0.35
111 H -5.0658 2.7506 3.0844  0.42
112 H 7.3479 0.3352 2.6206  0.34
113 H 2.9405 -1.9798 -1.1806  -0.55
114 H -0.5522 -5.2925 -0.7726  0.24
115 H -2.4268 -4.8663 -2.4685  0.74
116 H -3.5516 -6.2574 -1.1093  0.31
117 H -0.2115 -2.8204 -2.7119  0.17
118 H 2.8044 3.9315 -3.9837  0.16
119 H -4.8893 4.5607 -0.1384  0.32
120 H -1.8353 2.5372 0.8263  -0.22
121 H 0.4762 3.9476 4.4878  0.42
122 H 2.7702 -5.7363 -1.7494  0.54
123 H 0.8977 3.6622 0.4689  -0.30
124 H -5.3677 -4.8334 0.2932  0.13
125 H -6.3978 -3.6796 1.1769  0.33
126 H 0.0415 5.3231 -3.4192  0.44
127 H -0.8814 5.9632 -2.0324  0.32
128 H 1.4154 1.4862 -4.8265  0.37
129 H 0.3969 0.4296 6.0582  0.39
130 H 2.0389 -4.3863 1.4434  0.27
131 H -0.4984 3.3127 3.0707  0.14
132 H -0.0297 2.4004 -1.4075  -0.15
133 H -0.6086 0.6820 2.9577  0.08
134 H 3.6230 -1.7027 -4.1091  0.28
135 H -6.9839 -1.9743 -1.0579  0.43
136 H 2.4149 1.8509 1.4430  0.02
137 H -4.2106 4.1229 2.3045  0.29
138 H -3.5817 -3.2330 -1.3801  0.44
139 H 2.4092 2.7200 8.1012  0.23
140 H 7.9334 -0.9490 1.5743  0.24
141 H -2.8959 0.8762 2.3343  0.22
142 H 4.5239 -7.2964 -1.2842  0.32
143 H 1.2606 -1.1921 -2.3717  -0.56

Summary:
<S²>: 6.0132
HOMO energy (alpha / beta): -10.8 / -10.8 eV
E_LUMO (alpha / beta): -3.2 / -3.3 eV
2S+1: 5
total charge: +1
calculated total energy: -110901.765 eV
ΔE to the lowest compared entry with this formula, charge and spin: 0.00 kJ/mol

Record 2
Density functional theory data (wB97M-V/def2-TZVPD) for 8 unconnected molecules or ions with the total composition C32H88N12O20P4S4.

Each line ends with the Mulliken charge.
Geometry (Å):
1 S -0.7933 1.1889 -0.0737  0.12
2 S -1.7124 -3.8791 -0.7072  1.01
3 S 0.7603 4.1253 -2.7274  0.86
4 S 4.6463 -0.1783 -2.8460  1.20
5 P 2.1268 4.4655 4.4846  0.52
6 P 0.9346 -2.3080 5.5607  0.15
7 P 2.2818 -5.9968 -3.7673  0.23
8 P -5.3699 1.3457 -3.2184  0.26
9 O -5.2440 -0.1080 -2.9088  -0.93
10 O -1.7837 -3.0923 -2.2038  -0.24
11 O 2.9004 -6.5794 -5.0769  -0.84
12 O 4.6268 1.4844 -2.5530  -0.28
13 O 0.0565 2.8948 -3.0613  -0.35
14 O 3.2596 -0.5587 -3.2144  -0.48
15 O -2.7473 -4.9250 -0.6411  -0.67
16 O 2.3272 -2.2139 6.0196  -0.85
17 O -0.3649 -4.2602 -0.2747  -0.46
18 O 0.7269 4.4941 -1.1125  -0.12
19 O 0.5354 5.2885 -3.6284  -0.61
20 O 5.3477 -0.9319 -1.7939  -0.61
21 O 5.5035 -0.0186 -4.1984  -0.36
22 O 2.4067 3.8251 -2.5327  -0.22
23 O -1.2393 2.5873 0.0209  -0.52
24 O -1.0110 0.6020 -1.6034  0.52
25 O -1.2985 0.1385 0.8150  -0.23
26 O 0.8575 1.2082 -0.2136  -0.12
27 O 3.2545 3.6080 4.9187  -0.93
28 O -2.3095 -2.5606 -0.0473  -0.20
29 N 3.0948 -4.6121 -3.1899  0.51
30 N 0.9058 4.6821 5.6772  0.29
31 N -6.7320 1.8526 -4.1447  0.29
32 N -5.3212 2.3540 -1.8211  0.37
33 N 0.5498 -3.9835 5.3143  0.13
34 N 2.3792 -7.0508 -2.3762  0.34
35 N 2.5558 6.0259 3.9384  0.31
36 N 0.8039 -1.6794 3.9307  0.70
37 N 0.5899 -5.5878 -3.9476  0.61
38 N -4.0265 1.9746 -4.1666  0.47
39 N -0.2906 -1.5883 6.6111  0.27
40 N 1.2494 3.7843 3.1660  0.82
41 C -2.9387 1.1105 -4.4606  0.46
42 C 5.5670 1.2901 -4.6360  -0.44
43 C 2.5967 -3.8515 -2.0439  -0.44
44 C -0.3503 -6.6833 -4.2369  -1.14
45 C -3.2564 -1.9591 -0.9342  0.09
46 C -8.0648 1.8570 -3.4791  -1.02
47 C 2.0022 -1.3048 3.1835  -0.70
48 C -6.7565 1.6415 -5.5894  -0.93
49 C 2.9486 4.2813 -1.3244  -0.23
50 C 4.8035 2.2690 -3.6896  -0.17
51 C -1.4747 -2.3339 6.9308  -1.01
52 C -0.5725 -4.5813 4.5523  -1.07
53 C -0.2126 -0.1249 6.9163  -0.98
54 C 1.3110 0.4012 -1.2708  -0.14
55 C 4.5415 -4.6716 -3.3438  -1.00
56 C 1.6798 -7.0490 -1.0678  -0.78
57 C 2.7826 7.1221 4.9455  -0.99
58 C 1.3581 2.3211 2.9424  -0.88
59 C 0.2159 4.3994 2.5292  -1.07
60 C -0.4978 -1.5037 3.2553  -0.64
61 C -5.8689 3.7725 -1.8679  -1.28
62 C 0.0938 -4.2352 -4.4391  -0.93
63 C 0.0469 -0.2790 -1.8405  -0.65
64 C -2.9774 -2.4671 -2.3227  0.52
65 C 0.8436 3.6860 6.7675  -1.19
66 C 3.4702 -8.0516 -2.4246  -1.11
67 C 1.8254 5.2720 -0.8319  0.19
68 C 1.6401 -4.9514 5.1171  -1.01
69 C -0.2204 5.6116 5.5594  -1.24
70 C -3.8218 3.4039 -4.4559  -1.04
71 C 3.3593 6.1912 2.7309  -1.13
72 C -4.7758 1.9261 -0.5685  -0.90
73 H -4.2238 -2.1782 -0.4835  0.49
74 H -5.8657 2.0745 -6.0425  0.28
75 H 2.8568 -1.1035 3.8297  0.37
76 H -6.7546 0.5886 -5.8769  0.30
77 H 1.5361 -4.0143 -1.8518  -0.03
78 H 1.8515 3.3000 6.9231  0.32
79 H 3.7979 7.0916 5.3421  0.30
80 H 1.7694 5.3115 0.2556  -0.46
81 H 0.2340 -4.1529 -5.5176  0.39
82 H 2.9199 3.4543 -0.6147  0.11
83 H -1.1811 0.3719 6.8684  0.46
84 H -3.0496 0.2105 -3.8548  -1.11
85 H 0.5954 -3.3781 -3.9890  0.10
86 H -3.0789 0.6781 -5.4521  0.21
87 H -1.4851 -3.9889 4.6131  0.24
88 H 0.1934 0.0713 7.9093  0.37
89 H 4.9816 -5.3923 -4.0320  0.33
90 H -0.2170 6.2480 4.6738  0.37
91 H 2.0987 1.9324 3.6403  0.43
92 H 2.1708 -5.2578 6.0180  0.27
93 H 0.2303 2.8412 6.4529  0.38
94 H -1.3351 -1.8391 3.8672  0.19
95 H -8.7754 2.3771 -4.1217  0.41
96 H -0.9684 -4.0621 -4.2640  0.31
97 H 1.5036 1.9396 1.9310  -0.31
98 H -4.9150 2.7413 0.1414  0.51
99 H 4.4139 -7.6766 -2.0242  0.29
100 H 3.1918 -8.9477 -1.8694  0.38
101 H -8.0617 2.5039 -2.6025  0.32
102 H -0.3326 -6.9415 -5.2970  0.40
103 H -0.3256 -4.6519 3.4918  0.43
104 H 5.0380 -4.7638 -2.3771  0.35
105 H 6.6364 1.4646 -4.7490  0.27
106 H 2.3078 -2.0117 2.4106  0.29
107 H 0.1278 -0.4676 -2.9108  0.44
108 H -8.4295 0.8477 -3.2879  0.28
109 H -4.7816 3.8435 -4.7225  0.30
110 H -1.1810 5.1199 5.7128  0.37
111 H 1.9148 -0.3131 2.7365  -0.15
112 H -0.6310 4.4510 3.2138  0.11
113 H -1.2313 -3.3422 7.2656  0.31
114 H 3.0513 -4.0673 -1.0750  0.26
115 H -2.1370 -2.3672 6.0649  0.28
116 H -7.6610 2.0614 -6.0322  0.35
117 H 2.4365 -6.8241 -0.3154  0.36
118 H 2.3618 -4.5008 4.4351  0.29
119 H 3.3673 5.2139 2.2478  0.31
120 H -3.8815 -2.9978 -2.6221  0.41
121 H -1.9750 1.5676 -4.2364  0.38
122 H -3.7193 1.6601 -0.6161  0.05
123 H -0.1031 6.3250 6.3759  0.40
124 H -6.5833 3.9555 -1.0635  0.38
125 H 1.7901 6.2537 -1.3047  0.30
126 H 0.9357 -6.2724 -0.8874  0.04
127 H 3.9586 4.6527 -1.4958  0.50
128 H 2.0972 -0.3112 -1.0180  0.59
129 H -0.1048 -1.2208 -1.3134  -0.05
130 H 2.9506 7.0048 2.1302  0.32
131 H 0.5362 5.4014 2.2420  0.34
132 H 4.8868 -3.6850 -3.6556  0.20
133 H 1.3119 -5.8597 4.6110  0.44
134 H 0.4053 1.8686 3.2248  0.59
135 H 5.2994 3.2020 -3.4222  0.39
136 H 3.8316 2.4888 -4.1313  0.16
137 H 3.5722 -8.3941 -3.4539  0.34
138 H 0.4010 4.1180 7.6654  0.37
139 H 1.1532 -7.9907 -0.9112  0.35
140 H -0.0431 3.8938 1.5994  0.20
141 H -5.3722 1.0881 -0.2051  0.24
142 H 0.4661 0.3435 6.2038  0.18
143 H -6.3623 3.9504 -2.8235  0.46
144 H 5.1728 1.3324 -5.6513  0.30
145 H -0.5402 -0.4357 3.0428  -0.10
146 H -3.4607 3.8092 -3.5098  0.13
147 H -0.0157 -7.6501 -3.8589  0.32
148 H -2.0131 -1.9104 7.7788  0.43
149 H -3.0973 3.4702 -5.2675  0.50
150 H -1.3662 -6.5712 -3.8571  0.30
151 H -0.3389 -2.0038 2.2997  0.35
152 H -0.9006 -5.5801 4.8407  0.38
153 H 4.3855 6.4819 2.9597  0.38
154 H 1.8798 0.9859 -1.9949  -0.13
155 H 2.7904 -2.7881 -2.1913  -0.03
156 H 2.5442 8.0855 4.4928  0.33
157 H -3.2426 -0.8758 -0.8169  -0.58
158 H 2.0850 6.9237 5.7589  0.31
159 H -5.0384 4.4445 -1.6510  0.38
160 H -2.9942 -1.5821 -2.9578  -0.40

Summary:
HOMO energy: -7.8 eV
E_LUMO: 0.0 eV
total charge: 0
calculated total energy: -173935.093 eV
ΔE to the lowest compared entry with this formula, charge and spin: 360.71 kJ/mol